(1)
The following is a quantum chemistry calculation of C5H6O in the gas phase, from the OMol25 dataset.

Last columns: bonded neighbours and bond lengths (Å).
Cartesian coordinates (Å):
1 O 1.958 -1.828 -0.622  C2 1.207
2 C 2.113 -0.700 -0.223  O1 1.207, C3 1.506, H7 1.110
3 C 1.003 0.172 0.304  C2 1.506, C4 1.501, H8 1.099, H9 1.100
4 C -0.331 -0.516 0.303  C3 1.501, C5 1.303, H11 1.087
5 C -1.436 0.157 0.149  C4 1.303, C6 1.302
6 C -2.485 0.822 -0.242  C5 1.302, H10 1.085, H12 1.086
7 H 3.120 -0.234 -0.208  C2 1.110
8 H 0.972 1.100 -0.284  C3 1.099
9 H 1.280 0.483 1.322  C3 1.100
10 H -2.700 0.734 -1.302  C6 1.085
11 H -0.355 -1.598 0.407  C4 1.087
12 H -3.139 1.409 0.395  C6 1.086

Summary:
Strongest force on any atom (eV/Å): 0.5
2S+1: 1
HOMO energy (eV): -9.6
Energy above the lowest of the compared OMol25 structures with the same formula, charge and spin (eV): 1.806
Electronic energy (eV): -7327.4785

---

(2)
The following is a quantum chemistry calculation of a 2-piece molecular cluster, C4H11N3O2 overall in a non-equilibrium geometry, from the OMol25 dataset.

Last columns: bonded neighbours and bond lengths (Å).
Cartesian coordinates (Å):
1 C -1.000 0.152 2.532  N4 1.470, H11 1.086, H12 1.082, H13 1.093
2 C 0.997 0.967 1.149  N3 1.276, N4 1.377, N5 1.375
3 N 1.282 1.408 -0.014  C2 1.276, H7 1.012
4 N -0.207 0.318 1.305  C1 1.470, C2 1.377, H8 1.004
5 N 1.584 1.295 2.347  C2 1.375, H9 1.009, H10 1.009
6 H 0.161 0.862 -1.721  O16 0.972
7 H 2.199 1.816 -0.146  N3 1.012
8 H -0.447 -0.272 0.529  N4 1.004
9 H 1.665 0.494 2.955  N5 1.009
10 H 2.460 1.787 2.248  N5 1.009
11 H -0.351 0.030 3.394  C1 1.086
12 H -1.676 -0.664 2.313  C1 1.082
13 H -1.541 1.087 2.698  C1 1.093
14 C -0.924 -1.708 -3.311  C15 1.494, H18 1.047, H19 1.101, H20 1.085
15 C -0.366 -0.987 -2.127  C14 1.494, O16 1.331, O17 1.206
16 O -0.207 0.300 -2.425  H6 0.972, C15 1.331
17 O -0.121 -1.434 -1.034  C15 1.206
18 H -0.520 -1.270 -4.172  C14 1.047
19 H -1.978 -1.416 -3.431  C14 1.101
20 H -1.008 -2.766 -3.088  C14 1.085

Summary:
Strongest force on any atom (eV/Å): 2.5
2S+1: 1
HOMO energy (eV): -8.6
Energy above the lowest of the compared OMol25 structures with the same formula, charge and spin (eV): 0.603
Electronic energy (eV): -12892.2274